1.
Density functional theory data (ωB97M-V with the def2-TZVPD basis set) for a cluster of 2 separate species, C36H37F6N4O in total at a distorted geometry.

```
84
C36H37F6N4O, DFT ωB97M-V with the def2-TZVPD basis set
F 0.9594 1.4117 -6.4917
F 0.1565 -5.1162 2.2731
F 1.0706 -7.1230 2.1428
F -1.0631 2.2803 -6.7685
F 0.9894 -6.0505 4.0873
F -0.5915 1.0890 -4.9670
O -3.3335 2.1278 1.5228
N 1.3461 2.8352 -4.0911
N 2.4802 -3.8928 3.0664
N -4.7610 2.9236 -0.0511
N -3.9501 -0.4618 1.0548
C 4.7268 2.2752 -5.4495
C -4.7243 0.5023 0.3685
C 5.2354 3.5740 -5.4422
C 0.3887 3.2453 -5.1231
C 4.6968 -3.4987 4.0640
C 4.9561 -3.7325 6.4554
C -0.8118 1.7994 -1.2960
C 4.4983 4.6260 -4.8838
C 2.7520 -3.8735 5.4810
C -6.1636 -0.9348 1.7795
C -0.0985 2.0237 -5.8491
C 1.4057 0.8257 -1.0415
C 1.1601 -1.8928 3.2381
C 1.7783 -2.8844 2.4496
C 2.7147 3.0736 -4.3897
C 0.0639 0.9470 -0.5568
C 0.9284 2.2641 -2.9227
C 3.5848 -3.9563 6.5915
C 3.3061 -3.6868 4.2064
C 2.5108 -5.2385 2.4753
C -4.6877 -1.4226 1.8160
C -0.3956 2.4349 -2.4449
C 0.9307 -1.8217 0.4448
C 1.6580 -2.8275 1.0403
C -4.2055 1.9177 0.6782
C 0.3890 -0.9185 2.6452
C -4.3119 4.2776 0.1945
C 5.5153 -3.5216 5.1908
C 3.2286 4.3817 -4.3688
C 3.4939 2.0092 -4.8673
C 1.1871 -5.9055 2.7287
C -0.3720 0.3101 0.6415
C -6.1934 0.2606 0.8131
C -5.8708 2.8034 -0.9844
C 0.3093 -0.8003 1.2291
C 1.8241 1.4788 -2.1771
H -1.0794 3.0887 -2.9823
H 1.2808 -1.9495 4.3199
H 3.1459 -4.1842 7.5628
H -6.6696 1.1399 1.2623
H 6.2026 3.7802 -5.8988
H -5.9737 1.7887 -1.3891
H 6.5896 -3.3732 5.0780
H -2.9941 -0.6457 0.7935
H -6.8221 -1.7411 1.4319
H 0.8138 -1.8268 -0.6389
H 1.6689 -3.9941 5.5606
H -4.6284 0.4380 -0.7322
H 2.1270 0.2278 -0.4938
H 5.2879 1.4503 -5.8940
H -3.8581 4.7002 -0.7139
H 2.1788 -3.5737 0.4367
H -1.1165 0.8287 1.2472
H -0.4674 3.7738 -4.6888
H 2.6756 -5.1857 1.3932
H 2.6149 5.1823 -3.9466
H -4.3469 -1.4434 2.8619
H 5.6016 -3.7579 7.3350
H -6.4963 -0.6250 2.7803
H -4.6080 -2.4473 1.4142
H 2.8502 1.3814 -2.5257
H 4.9080 5.6337 -4.8474
H -6.7552 -0.0008 -0.0816
H 3.0873 0.9947 -4.8095
H -5.7033 3.4908 -1.8219
H -0.1442 -0.1982 3.2611
H -1.8341 1.9298 -0.9536
H -3.5850 4.2658 1.0097
H 0.9258 3.8743 -5.8409
H -6.8171 3.0863 -0.4965
H 3.2973 -5.8098 2.9764
H -5.1726 4.9078 0.4570
H 5.1051 -3.3444 3.0618
```

Calculated values
E_HOMO   -10.23 eV
Relative energy (zero: lowest compared OMol25 entry of this formula, charge and spin)   0.0 kJ/mol
LUMO level   -4.558 eV
Total charge   +1


2.
Density functional theory data (ωB97M-V with the def2-TZVPD basis set) for an isolated molecule of C4H7NO2S at a distorted geometry.

```
15
C4H7NO2S, DFT ωB97M-V with the def2-TZVPD basis set
S -1.2609 0.8893 2.4988
O 2.1324 -0.4202 -1.5180
O 1.0304 1.9475 0.7584
N -0.1379 -0.6971 -1.2263
C 1.0839 -0.9730 -1.7692
C 0.9660 0.7982 0.3956
C -0.9750 -0.3277 1.1520
C -0.3550 0.2591 -0.1556
H -0.9141 -1.1948 -1.6185
H -1.8148 -0.9335 0.8915
H 1.0428 -1.5126 -2.7424
H -1.2604 2.0284 1.7338
H -1.0425 1.0841 -0.5449
H -0.2369 -1.0210 1.5267
H 1.7421 0.0733 0.6181
```

Calculated values
E_HOMO   -9.31 eV
Relative energy (zero: lowest compared OMol25 entry of this formula, charge and spin)   183.2 kJ/mol
LUMO level   0.510 eV


3.
Density functional theory data (ωB97M-V with the def2-TZVPD basis set) for the ion C7H19FO5PS with charge -1 at a distorted geometry.

```
34
C7H19FO5PS, DFT ωB97M-V with the def2-TZVPD basis set
S -1.1474 4.1672 -0.7067
P -0.3575 -1.1840 0.0416
F -1.4772 -2.4868 0.5115
O 1.2531 -2.3529 -2.8207
O -2.5613 4.4262 -0.1054
O -0.0665 5.1517 0.2354
O -1.1455 4.8044 -2.1505
O 1.9727 -0.2352 3.4161
C 0.2436 -1.1757 1.8631
C -0.6275 2.3677 -0.7337
C 0.9784 -2.5499 -0.3366
C -1.7120 0.1100 0.4200
C 0.7216 -3.2830 -1.8098
C -1.8595 1.2864 -0.7582
C 1.6077 -0.2163 1.9678
H 0.5864 -0.1779 -0.3774
H -0.5898 -0.8314 2.6374
H 0.9607 -3.4267 0.4528
H 0.0128 2.1686 0.2339
H -1.5707 0.6999 1.4257
H 1.4262 -4.2406 -1.8081
H 0.6074 -2.2449 2.2502
H -0.3996 -3.5896 -1.9609
H -2.7498 -0.4773 0.4376
H 0.0869 2.2272 -1.6748
H -2.8652 1.8609 -0.4752
H 2.5510 -1.0747 3.4894
H 0.8242 5.2205 -0.2182
H -0.8244 -1.3798 -1.3300
H 2.5037 -0.6774 1.3611
H 1.4198 0.8823 1.6097
H 2.0237 -1.9864 -0.3764
H 2.2439 -2.5929 -2.8870
H -2.0701 0.8106 -1.8234
```

Calculated values
E_HOMO   -4.21 eV
LUMO level   2.445 eV
Total charge   -1